Formula: C11H21Cl2N5O3STc
Source: the Open Molecules 2025 dataset
Level of theory: ωB97M-V/def2-TZVPD

```
44
Properties=species:S:1:pos:R:3
Tc -0.11 -0.43 0.05
N 1.25 0.25 3.96
C 1.04 0.30 2.67
O 0.21 -0.49 2.12
C 1.73 1.27 1.77
C 1.69 0.63 0.39
H 0.73 -0.40 4.53
H 1.90 0.87 4.41
H 2.73 1.52 2.12
H 1.13 2.19 1.79
H 2.44 -0.17 0.32
H 1.86 1.36 -0.41
C -0.17 0.89 -4.00
C -0.28 0.75 -2.53
N 0.12 -0.36 -1.90
O 0.69 -1.38 -2.63
C -0.79 1.77 -1.67
C -1.26 3.12 -2.09
N -0.76 1.41 -0.38
O -1.05 2.23 0.52
H -0.44 -0.04 -4.51
H 0.85 1.16 -4.28
H -0.82 1.68 -4.37
H 1.17 -1.00 -3.38
H -1.67 3.11 -3.09
H -0.44 3.84 -2.05
H -2.02 3.47 -1.40
Cl 0.81 -2.83 0.39
C 0.49 -3.95 -1.03
Cl -1.17 -3.88 -1.54
H 0.74 -4.93 -0.63
H 1.16 -3.62 -1.81
S -2.19 -1.15 0.85
C -3.54 -0.11 0.49
N -3.63 1.21 0.53
C -5.02 1.66 0.34
C -5.78 0.35 0.09
N -4.72 -0.66 0.22
H -2.88 1.79 0.87
H -5.08 2.35 -0.51
H -5.36 2.18 1.23
H -6.22 0.30 -0.91
H -6.56 0.17 0.82
H -4.85 -1.65 0.14
```

Calculated values
Total charge: +2
E in eV: -63403.1395
Highest occupied orbital energy (alpha / beta) in Eh: -0.5459 / -0.5502
Energy above the lowest of the compared OMol25 structures with the same formula, charge and spin in eV: 0.000
F_max in eV Å⁻¹: 0.5
Kohn-Sham gap (alpha / beta) in eV: 6.6 / 6.9
Multiplicity: 2
LUMO level (alpha / beta) in Eh: -0.3051 / -0.2963

Löwdin population analysis, charges in e, atoms 1 to 4: 1.173 0.257 -0.464 -0.242